2 unconnected molecules or ions with the total composition C6H4N2O2 at a distorted geometry. Source: the OMol25 dataset; level of theory: ωB97M-V/def2-TZVPD.

Output
Kohn-Sham gap: 0.3565 hartree
Energy above the lowest of the compared OMol25 structures with the same formula, charge and spin: 49.8 kcal per mole
Energy: -490.9588 hartree
SMILES: N#Cc1ccco1.N=C=O
HOMO energy: -9.18 eV

```
! wB97M-V def2-TZVPD RIJCOSX def2/J DEFGRID3
* xyz 0 1
N 0.62426 -2.84971 0.52254
C 0.23691 -1.94725 -0.06431
C -0.22334 -0.73907 -0.68514
C 0.31585 -0.12933 -1.80135
C -0.35907 1.09464 -1.92295
C -1.36862 1.09697 -0.95050
O -1.22601 -0.05176 -0.13784
H 1.09728 -0.34204 -2.37544
H -0.14489 1.84719 -2.64942
H -1.92925 1.85868 -0.36048
N 0.37051 0.63142 2.88301
C 0.93288 -0.18026 2.20757
O 1.61483 -0.75962 1.49731
H 0.05866 0.47014 3.83700
*
```

C6H4N2O2 in the gas phase at a distorted geometry. Source: the OMol25 dataset; level of theory: ωB97M-V/def2-TZVPD.

Output
Kohn-Sham gap (spin up / spin down): 0.3271 / 0.2801 hartree
Energy above the lowest of the compared OMol25 structures with the same formula, charge and spin: 140.3 kcal per mole
Energy: -490.8145 hartree
HOMO energy (spin up / spin down): -10.04 / -8.87 eV

```
! wB97M-V def2-TZVPD RIJCOSX def2/J DEFGRID3
* xyz 0 1
C -2.23347 -0.74525 -1.10530
C -2.38333 -1.02326 0.25131
C -1.14946 0.07538 -1.17510
C 1.84229 0.29094 0.01485
C 2.45065 -0.75069 0.63688
C 0.54300 0.93826 0.34908
N -1.40875 -0.46166 0.97908
N -0.68582 0.19637 0.05370
O 2.64371 0.83138 -0.79687
O 3.28003 -1.52030 0.94081
H -3.02958 -1.62897 0.72632
H -0.70147 0.71468 -2.02147
H 0.47631 1.14466 1.38656
H 0.35589 1.93846 -0.23984
*
```

C6H4O in the gas phase. Source: the OMol25 dataset; level of theory: ωB97M-V/def2-TZVPD.

Output
Kohn-Sham gap: 0.3475 hartree
Energy above the lowest of the compared OMol25 structures with the same formula, charge and spin: 95.4 kcal per mole
Energy: -306.0596 hartree
HOMO energy: -10.46 eV

```
! wB97M-V def2-TZVPD RIJCOSX def2/J DEFGRID3
* xyz 0 1
C -0.29976 1.95984 -1.45781
C -0.14596 0.68324 -0.76715
C -0.02378 -0.37771 -0.20399
C 0.04400 -1.65534 0.47489
O -0.18323 -2.71109 -0.06939
C 1.32055 -0.82751 2.42283
C 0.38992 -1.60576 1.93997
H -1.27099 2.00104 -1.96084
H 0.47991 2.07650 -2.21659
H -0.23396 2.79818 -0.75827
H -0.07668 -2.34140 2.59636
*
```

A molecular structure, C6H4O at a distorted geometry. Source: the OMol25 dataset; level of theory: ωB97M-V/def2-TZVPD.

Output
Kohn-Sham gap: 0.3338 hartree
Energy above the lowest of the compared OMol25 structures with the same formula, charge and spin: 109.9 kcal per mole
Energy: -306.0363 hartree
HOMO energy: -9.69 eV

```
! wB97M-V def2-TZVPD RIJCOSX def2/J DEFGRID3
* xyz 0 1
C -1.69271 1.14591 -0.51994
C -1.29206 0.19463 0.21670
C 0.72089 0.42676 -0.05147
C -0.05940 -0.45991 0.55028
C 0.14421 -1.78830 1.10638
C -0.16075 1.40823 -0.81942
O 1.21213 -2.24849 1.47810
H 1.77304 0.27171 -0.38680
H -0.72093 -2.45815 1.10015
H 0.14143 1.03592 -1.95544
H -0.06584 2.47169 -0.71854
*
```

C6H4O in the gas phase at a distorted geometry. Source: the OMol25 dataset; level of theory: ωB97M-V/def2-TZVPD.

Output
Kohn-Sham gap: 0.2879 hartree
Energy above the lowest of the compared OMol25 structures with the same formula, charge and spin: 113.3 kcal per mole
Energy: -306.0311 hartree
SMILES: C#Cc1ccco1
HOMO energy: -7.91 eV

```
! wB97M-V def2-TZVPD RIJCOSX def2/J DEFGRID3
* xyz 0 1
C 2.44180 0.09267 0.26361
C 1.73995 -0.66632 -0.36722
C 0.55570 0.00679 -0.59330
C -0.21158 0.98842 -0.06657
C -1.45418 0.38106 0.16986
C -1.48332 -0.96038 -0.13344
O -0.40541 -1.40735 -0.66850
H 3.34500 0.28353 0.70939
H -0.00372 2.05527 0.07504
H -2.27769 0.91603 0.52501
H -2.24655 -1.68971 0.08613
*
```

C6H4O in the gas phase. Source: the OMol25 dataset; level of theory: ωB97M-V/def2-TZVPD.

Output
Kohn-Sham gap: 0.3591 hartree
Energy above the lowest of the compared OMol25 structures with the same formula, charge and spin: 97.1 kcal per mole
Energy: -306.0568 hartree
HOMO energy: -10.70 eV

```
! wB97M-V def2-TZVPD RIJCOSX def2/J DEFGRID3
* xyz 0 1
C -1.71851 0.54230 -0.65980
C -0.22852 0.41484 -0.42716
C 0.62573 1.04419 -1.19867
C 0.23046 -0.43119 0.71557
O -0.56160 -0.95096 1.47202
C 1.67292 -0.58908 0.85960
C 2.86721 -0.71098 0.95149
H -1.94708 1.24588 -1.46427
H -2.19181 0.88504 0.26455
H -2.12819 -0.43757 -0.92025
H 3.92761 -0.82286 1.03998
*
```

C6H4O in the gas phase at a distorted geometry. Source: the OMol25 dataset; level of theory: ωB97M-V/def2-TZVPD.

Output
Kohn-Sham gap: 0.3343 hartree
Energy above the lowest of the compared OMol25 structures with the same formula, charge and spin: 93.1 kcal per mole
Energy: -306.0631 hartree
SMILES: C#C/C=C(\O)C#C
HOMO energy: -8.80 eV

```
! wB97M-V def2-TZVPD RIJCOSX def2/J DEFGRID3
* xyz 0 1
C 1.29870 -2.42479 1.15403
C 0.69472 -1.61526 0.45123
C -0.00142 -0.68627 -0.33563
C -0.08221 0.57314 0.11577
O 0.46928 0.99364 1.27366
C -0.76721 1.58787 -0.60940
C -1.35264 2.43309 -1.23078
H 1.10077 -3.30121 0.51983
H -0.43961 -1.01779 -1.26975
H 0.93827 0.25666 1.69955
H -1.85866 3.20092 -1.76852
*
```

C6H4O in the gas phase at a distorted geometry. Source: the OMol25 dataset; level of theory: ωB97M-V/def2-TZVPD.

Output
Kohn-Sham gap: 0.3754 hartree
Energy above the lowest of the compared OMol25 structures with the same formula, charge and spin: 84.5 kcal per mole
Energy: -306.0769 hartree
SMILES: C#CC(=O)C#CC
HOMO energy: -10.09 eV

```
! wB97M-V def2-TZVPD RIJCOSX def2/J DEFGRID3
* xyz 0 1
C -0.87663 -0.19894 2.89374
C -0.58467 0.80955 2.26675
C 0.65820 0.42923 1.50057
O 1.73900 0.30453 2.02074
C 0.38315 0.14477 0.11555
C 0.16556 0.03180 -1.06298
C -0.06434 -0.04322 -2.49664
H -0.89582 -1.12243 3.42146
H 0.46683 -0.89390 -2.93111
H 0.31288 0.87321 -2.96113
H -1.13075 -0.13260 -2.71998
*
```

C6H4O in the gas phase. Source: the OMol25 dataset; level of theory: ωB97M-V/def2-TZVPD.

Output
Kohn-Sham gap: 0.3675 hartree
Energy above the lowest of the compared OMol25 structures with the same formula, charge and spin: 54.2 kcal per mole
Energy: -306.1252 hartree
SMILES: C#CC(=O)C#CC
HOMO energy: -10.26 eV

```
! wB97M-V def2-TZVPD RIJCOSX def2/J DEFGRID3
* xyz 0 1
C 2.97947 -0.88588 0.65939
C 2.13377 -0.02738 0.63599
C 1.20366 1.09799 0.61414
O 1.50631 2.16978 1.09469
C -0.07513 0.79527 0.00233
C -1.11707 0.34485 -0.40793
C -2.35943 -0.32768 -0.76880
H 3.77011 -1.60293 0.68893
H -3.14743 0.36327 -1.07755
H -2.69890 -0.86533 0.12208
H -2.19537 -1.06196 -1.56326
*
```

A molecular structure, C6H5AlCl2GaNO3 at a distorted geometry. Source: the OMol25 dataset; level of theory: ωB97M-V/def2-TZVPD.

Output
Kohn-Sham gap (spin up / spin down): 0.1259 / 0.1224 hartree
Energy above the lowest of the compared OMol25 structures with the same formula, charge and spin: 39.9 kcal per mole
Energy: -3597.7862 hartree
HOMO energy (spin up / spin down): -24.90 / -24.85 eV

```
! wB97M-V def2-TZVPD RIJCOSX def2/J DEFGRID3
* xyz 4 1
Al -0.76572 0.60249 -3.12077
Ga -1.45409 -0.82055 -0.33397
Cl 0.41533 2.08013 -3.95939
Cl 0.47895 -0.95510 -1.99139
C -1.40878 -2.72041 -0.10624
C -2.73223 1.45016 -3.30121
C -1.68898 -0.58456 -4.65012
O -1.15336 -3.85668 -0.04731
O -3.69036 1.82179 -3.84934
O -2.45500 -1.05187 -5.37919
C 2.59089 0.77111 3.07796
C 1.14818 0.33241 3.35127
C 0.38215 -0.03219 2.17565
N -0.24463 -0.29352 1.23059
H 3.12689 0.00788 2.51817
H 3.11807 0.96132 4.00942
H 2.61586 1.69443 2.50425
H 1.12574 -0.54309 4.01652
H 0.59107 1.13624 3.85507
*
```